# 1
{"formula": "C5H7N", "method": "ωB97M-V/def2-TZVPD", "largest_force_ev_per_a": 1.2, "smiles": "C[C@H]1C[C@H]1C#N", "total_charge": 0, "e_tot_ha": -249.42948, "multiplicity": 1, "symbols": ["N", "C", "C", "C", "C", "C", "H", "H", "H", "H", "H", "H", "H"], "xyz": [[-2.19, 1.92, -0.17], [-1.58, 0.97, -0.43], [0.52, -0.55, -0.26], [-0.52, -0.87, 0.79], [1.50, 0.59, -0.03], [-0.93, -0.29, -0.55], [-0.52, -0.19, 1.64], [2.38, 0.23, 0.52], [1.85, 1.00, -0.98], [-1.43, -0.96, -1.25], [0.92, -1.37, -0.85], [1.05, 1.41, 0.54], [-1.03, -1.79, 0.99]]}

# 2
{"formula": "C36H29InN3O2P2Te", "method": "ωB97M-V/def2-TZVPD", "largest_force_ev_per_a": 0.3, "total_charge": 1, "e_tot_ha": -2844.51491, "multiplicity": 1, "symbols": ["Te", "In", "P", "P", "O", "O", "N", "N", "N", "C", "C", "C", "C", "C", "C", "C", "C", "C", "C", "C", "C", "C", "C", "C", "C", "C", "C", "C", "C", "C", "C", "C", "C", "C", "C", "C", "C", "C", "C", "C", "C", "C", "C", "C", "C", "H", "H", "H", "H", "H", "H", "H", "H", "H", "H", "H", "H", "H", "H", "H", "H", "H", "H", "H", "H", "H", "H", "H", "H", "H", "H", "H", "H", "H"], "xyz": [[-0.63, 2.72, 0.87], [-0.20, -1.65, 0.96], [-1.37, -0.10, -0.74], [1.33, 0.21, -0.01], [-0.87, -0.75, 2.79], [-0.20, -3.17, 2.43], [0.58, 6.09, -2.48], [-0.97, -1.53, 3.81], [-0.63, -2.73, 3.60], [-1.17, -0.76, -2.41], [2.91, -0.16, -3.75], [-0.36, -5.00, 4.40], [-0.96, 0.15, -3.45], [2.06, -0.48, -1.52], [2.91, 2.49, 0.16], [-3.08, 0.39, -0.51], [4.61, 2.79, 1.83], [4.29, 1.57, 2.39], [3.92, 3.26, 0.72], [-0.16, 1.08, -0.34], [-1.26, -2.12, -2.68], [-0.16, 5.03, -2.80], [-0.84, -0.31, -4.75], [-0.94, -1.68, -5.02], [-5.70, 1.15, -0.08], [-5.23, 1.00, -1.38], [-1.14, -2.58, -3.98], [3.28, 0.79, 1.84], [-1.11, -3.27, 5.94], [3.09, -2.31, -2.70], [-0.13, 4.16, -0.58], [0.96, 6.19, -1.21], [-3.56, 0.53, 0.79], [-0.55, 4.05, -1.90], [0.64, 5.26, -0.22], [-3.92, 0.61, -1.60], [-0.84, -5.54, 6.70], [-1.18, -4.22, 6.95], [-0.44, -5.93, 5.43], [-4.87, 0.91, 1.00], [2.47, -1.81, -1.56], [-0.70, -3.69, 4.68], [3.31, -1.49, -3.79], [2.59, 1.26, 0.73], [2.29, 0.34, -2.61], [-1.42, -2.83, -1.88], [-6.73, 1.46, 0.08], [2.31, -2.47, -0.71], [-0.90, -6.27, 7.49], [4.83, 1.21, 3.26], [1.97, 1.38, -2.59], [3.40, -3.35, -2.73], [-1.49, -3.91, 7.94], [4.16, 4.22, 0.28], [3.08, 0.49, -4.60], [2.36, 2.86, -0.69], [-1.17, 3.23, -2.22], [-5.24, 1.02, 2.01], [1.56, 7.06, -0.96], [-1.37, -2.24, 6.12], [1.01, 5.40, 0.78], [-0.86, 1.20, -3.24], [-0.47, 4.96, -3.84], [-1.21, -3.64, -4.19], [-3.56, 0.48, -2.61], [3.80, -1.88, -4.67], [5.40, 3.40, 2.26], [3.03, -0.16, 2.28], [-0.05, -5.29, 3.41], [-0.68, 0.39, -5.56], [-2.91, 0.33, 1.64], [-5.88, 1.18, -2.22], [-0.84, -2.03, -6.04], [-0.18, -6.96, 5.23]]}

# 3
{"formula": "C44H39AsINOPS5Ta", "method": "ωB97M-V/def2-TZVPD", "largest_force_ev_per_a": 3.0, "total_charge": 2, "e_tot_ha": -6752.46189, "multiplicity": 1, "symbols": ["Ta", "I", "As", "S", "S", "S", "S", "S", "P", "O", "N", "C", "C", "C", "C", "C", "C", "C", "C", "C", "C", "C", "C", "C", "C", "C", "C", "C", "C", "C", "C", "C", "C", "C", "C", "C", "C", "C", "C", "C", "C", "C", "C", "C", "C", "C", "C", "C", "C", "C", "C", "C", "C", "C", "C", "H", "H", "H", "H", "H", "H", "H", "H", "H", "H", "H", "H", "H", "H", "H", "H", "H", "H", "H", "H", "H", "H", "H", "H", "H", "H", "H", "H", "H", "H", "H", "H", "H", "H", "H", "H", "H", "H", "H"], "xyz": [[-0.06, -0.25, -0.56], [-0.43, 1.69, 1.52], [1.99, -1.40, 0.56], [0.85, -1.21, -2.54], [-1.18, 1.27, -2.07], [-2.07, -1.71, -1.33], [-2.44, 0.32, -0.80], [-0.93, -2.31, 0.23], [1.72, 1.86, -1.09], [-0.76, -0.56, 3.04], [-1.99, -1.17, 4.84], [3.86, -4.48, -1.62], [0.31, 6.28, -1.60], [-2.02, 4.05, 1.07], [2.45, -3.30, -3.17], [3.87, -1.07, 1.09], [-0.88, 3.50, 0.55], [3.31, 2.12, -0.24], [4.57, 2.42, 1.80], [-2.44, 5.33, 0.67], [1.23, -4.00, 1.65], [-2.38, -0.99, 6.24], [2.02, -2.46, -2.14], [-0.07, 4.15, -0.42], [6.58, -0.77, 1.66], [4.33, -1.22, 2.39], [4.77, -0.76, 0.08], [6.12, -0.61, 0.36], [2.73, 1.13, -5.54], [3.44, -3.64, -0.60], [3.24, 0.85, -3.21], [1.86, 4.48, -1.82], [3.40, 2.04, 1.14], [5.68, -1.08, 2.67], [-1.67, 6.03, -0.21], [0.88, -4.49, 3.98], [3.53, 0.60, -4.54], [0.91, -4.90, 2.66], [5.60, 2.91, -0.32], [2.52, -2.63, -0.85], [1.51, -2.68, 1.96], [1.10, 3.62, -1.06], [5.67, 2.85, 1.07], [-1.08, -0.39, 4.23], [1.64, 1.93, -5.20], [1.45, -2.26, 3.29], [1.49, 5.81, -2.08], [1.15, -3.16, 4.30], [-0.48, 5.48, -0.75], [-2.57, -2.33, 4.16], [-0.40, 0.66, 5.08], [2.17, 1.66, -2.86], [3.36, -4.30, -2.90], [1.37, 2.20, -3.87], [4.43, 2.54, -0.97], [-2.60, 3.51, 1.81], [4.62, 2.36, 2.88], [3.83, -3.77, 0.40], [0.08, 0.20, 5.95], [4.40, 2.58, -2.05], [1.14, -2.83, 5.33], [2.95, 0.93, -6.58], [-2.56, 0.06, 6.48], [-1.94, 7.04, -0.49], [-3.35, 5.76, 1.09], [0.36, 1.17, 4.49], [7.63, -0.66, 1.88], [1.25, -4.34, 0.62], [4.38, -0.03, -4.80], [2.13, 6.43, -2.70], [-0.03, 7.28, -1.83], [2.57, 1.69, 1.74], [6.45, 3.23, -0.90], [6.81, -0.38, -0.45], [2.76, 4.12, -2.29], [1.02, 2.35, -5.98], [3.87, 0.42, -2.44], [-1.63, -1.38, 6.93], [0.66, -5.20, 4.77], [-2.16, -2.40, 3.16], [2.05, -3.16, -4.17], [4.42, -0.66, -0.94], [0.70, -5.93, 2.40], [-3.65, -2.23, 4.11], [3.66, -1.48, 3.19], [0.53, 2.85, -3.63], [1.63, -1.22, 3.53], [6.03, -1.22, 3.69], [6.58, 3.15, 1.58], [4.58, -5.26, -1.41], [-3.31, -1.52, 6.41], [-2.32, -3.24, 4.71], [-1.11, 1.40, 5.46], [3.68, -4.95, -3.71]]}

# 4
{"formula": "C2H5BrN3", "method": "ωB97M-V/def2-TZVPD", "largest_force_ev_per_a": 4.0, "total_charge": 1, "e_tot_ha": -2817.02462, "s2": 2.009, "multiplicity": 3, "symbols": ["Br", "N", "N", "N", "C", "C", "H", "H", "H", "H", "H"], "xyz": [[-2.57, -0.43, -0.14], [0.24, 1.57, -0.36], [-0.67, 1.38, 0.42], [0.22, -0.73, 0.10], [-0.89, 0.05, 0.75], [0.91, 0.34, -0.71], [1.97, 0.31, -0.52], [1.00, -1.00, 0.76], [1.04, 0.08, -1.70], [-0.23, -1.47, -0.50], [-1.02, -0.09, 1.91]]}